#a
A 19-piece molecular cluster, H38O19 overall. Source: the OMol25 dataset; level of theory: wB97M-V/def2-TZVPD.

Each line ends with the Mulliken charge.
Cartesian coordinates (Å):
O1 1.656 -4.302 2.386  -0.6083
H1 2.097 -5.016 2.815  0.2645
H2 1.893 -3.465 2.824  0.3408
O2 2.900 1.634 -3.921  -0.6582
H3 2.835 0.766 -3.500  0.3820
H4 3.743 1.695 -4.402  0.2720
O3 1.849 0.701 2.391  -0.6624
H5 2.278 1.478 1.864  0.3147
H6 2.282 -0.092 2.010  0.3492
O4 -0.536 3.693 2.081  -0.6615
H7 -1.034 3.448 1.303  0.3392
H8 -0.758 4.621 2.358  0.2819
O5 0.824 -1.791 3.512  -0.6066
H9 0.013 -2.016 3.068  0.3209
H10 0.779 -1.004 4.020  0.2694
O6 -2.531 -0.096 -0.862  -0.4943
H11 -2.762 -0.175 -1.806  0.2501
H12 -2.968 -0.858 -0.489  0.2463
O7 -0.616 0.048 1.666  -0.3714
H13 -1.019 0.906 1.366  0.1383
H14 0.285 0.430 2.000  0.4022
O8 -4.537 1.010 1.677  -0.6523
H15 -5.282 1.044 2.296  0.2731
H16 -4.393 0.085 1.444  0.3320
O9 2.135 -1.195 -2.604  -0.6570
H17 2.379 -1.729 -1.842  0.3697
H18 1.184 -0.894 -2.511  0.3635
O10 -0.398 1.266 -4.049  -0.7059
H19 0.321 1.643 -4.621  0.3405
H20 -0.028 1.505 -3.165  0.3685
O11 0.035 1.381 -1.276  -0.6204
H21 -0.626 0.706 -1.153  0.1931
H22 0.830 0.994 -0.869  0.3598
O12 -3.420 -1.832 1.538  -0.6776
H23 -3.323 -2.795 1.549  0.2977
H24 -2.471 -1.569 1.601  0.3228
O13 -0.118 -1.674 -0.438  -0.6418
H25 -0.695 -1.505 -1.178  0.2432
H26 -0.382 -1.022 0.261  0.3550
O14 -1.249 -3.448 1.767  -0.6508
H27 -0.711 -3.384 0.999  0.3020
H28 -0.810 -4.060 2.385  0.2792
O15 2.591 -2.427 -0.018  -0.7333
H29 2.801 -3.125 0.577  0.2984
H30 1.655 -2.091 0.019  0.4327
O16 1.962 2.904 0.779  -0.6380
H31 2.482 3.237 0.039  0.3833
H32 1.164 3.463 0.964  0.3019
O17 -1.136 -1.247 -3.176  -0.5282
H33 -0.866 -0.445 -3.672  0.3328
H34 -1.015 -1.936 -3.834  0.2562
O18 -2.402 2.282 0.701  -0.5349
H35 -2.427 1.838 -0.129  0.1773
H36 -3.181 1.988 1.165  0.3731
O19 3.261 3.539 -1.691  -0.7541
H37 2.469 4.094 -1.955  0.3496
H38 2.990 2.797 -2.264  0.3803

**Total charge**: 0
**M**: 342.3 g mol⁻¹
**HOMO**: -10.8317 eV
**Spin multiplicity**: 1
**LUMO**: 0.261 eV

#b
A 19-piece molecular cluster, H38O19 overall. Source: the OMol25 dataset; level of theory: wB97M-V/def2-TZVPD.

Each line ends with the Mulliken charge.
Cartesian coordinates (Å):
O1 -0.278 1.347 5.225  -0.6212
H1 0.490 1.334 4.655  0.2881
H2 -0.942 0.854 4.744  0.3392
O2 4.757 2.662 3.528  -0.6510
H3 4.017 2.678 2.922  0.3462
H4 4.498 2.039 4.207  0.3102
O3 -4.955 0.536 -1.189  -0.6209
H5 -4.245 1.177 -1.147  0.3817
H6 -4.661 -0.105 -1.837  0.3798
O4 0.506 1.090 -3.395  -0.6257
H7 0.297 0.579 -2.613  0.2753
H8 0.008 1.900 -3.293  0.3932
O5 1.170 2.638 2.874  -0.5051
H9 1.860 2.363 2.270  0.3845
H10 0.763 3.392 2.447  0.2391
O6 -0.627 -0.292 3.181  -0.5674
H11 0.041 -0.916 2.898  0.3264
H12 -0.932 0.118 2.371  0.2859
O7 -1.515 -3.929 2.134  -0.6175
H13 -2.284 -4.495 2.193  0.2659
H14 -0.900 -4.291 2.771  0.2805
O8 -3.364 2.507 -0.475  -0.6545
H15 -3.256 2.970 -1.306  0.2560
H16 -2.726 2.915 0.111  0.3054
O9 3.199 -1.760 -4.818  -0.6140
H17 3.381 -0.849 -4.587  0.3128
H18 2.379 -1.963 -4.367  0.3023
O10 -3.703 -1.501 -2.131  -0.6536
H19 -3.214 -0.828 -2.604  0.3417
H20 -3.029 -2.057 -1.740  0.2803
O11 0.877 -2.105 1.682  -0.5663
H21 0.205 -2.753 1.473  0.2776
H22 1.684 -2.614 1.762  0.2507
O12 3.371 1.953 1.272  -0.6966
H23 3.620 2.862 1.110  0.3392
H24 4.083 1.437 0.892  0.2732
O13 -0.897 3.403 -3.202  -0.6538
H25 -1.736 3.775 -2.928  0.2906
H26 -0.268 3.729 -2.559  0.3940
O14 0.790 4.347 -1.219  -0.7620
H27 1.300 4.037 -1.967  0.2911
H28 1.444 4.540 -0.546  0.2822
O15 -2.271 -3.834 -0.604  -0.6467
H29 -2.251 -3.645 0.334  0.3368
H30 -2.739 -4.666 -0.671  0.3143
O16 -0.091 -5.212 -1.586  -0.6816
H31 -0.861 -4.653 -1.480  0.3849
H32 -0.149 -5.532 -2.487  0.3401
O17 2.789 -4.546 -1.525  -0.5952
H33 2.876 -4.490 -0.573  0.2745
H34 1.849 -4.458 -1.686  0.3365
O18 0.259 0.349 -0.064  -0.5083
H35 -0.163 -0.447 -0.388  0.2420
H36 0.883 0.040 0.592  0.2300
O19 -0.786 2.927 0.586  -0.5811
H37 -0.223 3.323 -0.080  0.4150
H38 -0.333 2.121 0.834  0.2553

**Total charge**: 0
**M**: 342.3 g mol⁻¹
**HOMO**: -9.8208 eV
**Spin multiplicity**: 1
**LUMO**: -0.806 eV

The most stable of them is #a.

#a
A single C5H4N2S molecule. Source: the OMol25 dataset; level of theory: wB97M-V/def2-TZVPD.

Each line ends with the Mulliken charge.
Cartesian coordinates (Å):
C1 1.220 -1.047 -0.162  -0.8222
C2 2.537 -0.641 -0.175  -0.2958
C3 0.375 0.162 -0.153  0.4762
C4 1.173 1.259 0.179  -0.1490
C5 -1.513 1.670 -0.034  0.0867
N1 -1.020 0.354 0.035  -0.3009
N2 -0.724 2.694 -0.012  -0.4401
S1 2.858 1.053 -0.010  -0.0819
H1 1.041 -2.050 0.152  0.2964
H2 3.370 -1.176 -0.261  0.5227
H3 -1.519 -0.766 0.248  0.3498
H4 -2.425 1.540 0.499  0.3581

**Total charge**: 0
**M**: 124.2 g mol⁻¹
**HOMO (alpha / beta)**: -8.4147 / -8.4148 eV
**Spin multiplicity**: 1
**LUMO (alpha / beta)**: -1.059 / -1.061 eV

#b
A single C5H4N2S molecule. Source: the OMol25 dataset; level of theory: wB97M-V/def2-TZVPD.

Each line ends with the Mulliken charge.
Cartesian coordinates (Å):
C1 0.301 0.965 -2.330  0.3725
C2 -0.312 0.924 -1.300  -1.0796
C3 -1.238 0.767 -0.189  0.5308
C4 -1.649 -0.589 -0.287  0.0834
N1 -1.771 -1.766 -0.338  -0.4423
S1 -0.407 0.882 1.423  -0.0684
N2 0.564 -0.496 1.124  -0.2772
C5 1.701 -0.841 1.743  -0.2179
H1 0.694 0.939 -3.445  0.3517
H2 -2.197 1.456 -0.260  0.2943
H3 2.210 -0.310 2.661  0.2294
H4 2.104 -1.930 1.198  0.2233

**Total charge**: 0
**M**: 124.2 g mol⁻¹
**HOMO**: -9.3084 eV
**Spin multiplicity**: 1
**SMILES string**: C#C[C@@H](C#N)SN=C
**LUMO**: 0.465 eV

#c
A single C5H4N2S molecule. Source: the OMol25 dataset; level of theory: wB97M-V/def2-TZVPD.

Each line ends with the Mulliken charge.
Cartesian coordinates (Å):
S1 3.244 -0.397 0.000  -0.2320
C1 1.939 0.565 0.000  -0.4797
C2 0.544 0.149 0.002  0.7358
C3 0.116 -1.184 -0.002  -0.1010
N1 -1.165 -1.523 -0.001  -0.5508
C4 -2.037 -0.525 0.006  -0.0202
N2 -1.772 0.792 0.000  -0.5497
C5 -0.473 1.106 -0.004  -0.1690
H1 2.082 1.645 0.003  0.2517
H2 0.843 -2.005 -0.001  0.3855
H3 -3.076 -0.797 -0.004  0.3817
H4 -0.244 2.173 0.002  0.3477

**Total charge**: 0
**M**: 124.2 g mol⁻¹
**HOMO**: -9.1770 eV
**Spin multiplicity**: 1
**SMILES string**: S=Cc1cncnc1
**LUMO**: -1.257 eV

The most stable of them is #c.

#a
A 3-piece molecular cluster, C3H12NO2 overall. Source: the OMol25 dataset; level of theory: wB97M-V/def2-TZVPD.

Each line ends with the Mulliken charge.
Cartesian coordinates (Å):
C1 1.806 -1.921 0.764  -0.9846
C2 0.371 -1.636 0.525  -0.6993
C3 -0.138 -1.005 -0.555  -0.5274
N1 -0.831 0.232 -0.404  -0.1806
H1 2.044 -2.282 1.778  0.3280
H2 2.177 -2.638 0.040  0.2568
H3 2.375 -1.020 0.848  0.2592
H4 -0.297 -2.166 1.134  0.4475
H5 0.180 -1.097 -1.629  0.2084
H6 -1.163 0.553 -1.329  0.4917
H7 -1.745 0.274 0.035  0.3546
H8 -0.435 0.950 0.122  0.1972
H9 1.099 2.367 1.636  0.3142
H10 0.764 1.078 2.255  0.3042
O1 0.452 1.636 1.513  -0.7130
H11 -2.559 1.763 -2.747  0.2875
H12 -1.969 2.948 -2.036  0.3100
O2 -2.133 1.963 -1.951  -0.6545

**Total charge**: 0
**M**: 94.1 g mol⁻¹
**HOMO (alpha / beta)**: -4.3614 / -5.8756 eV
**⟨S²⟩**: 0.76
**Spin multiplicity**: 2
**LUMO (alpha / beta)**: 0.174 / 0.113 eV

#b
A 2-piece molecular cluster, C3H12NO2 overall. Source: the OMol25 dataset; level of theory: wB97M-V/def2-TZVPD.

Each line ends with the Mulliken charge.
Cartesian coordinates (Å):
C1 0.125 -0.698 0.466  -1.4400
C2 -1.344 -0.967 0.720  -0.5464
C3 -2.274 -0.244 -0.225  -0.5757
O1 -1.731 1.013 -0.639  -0.3743
N1 0.575 0.602 1.070  -2.1800
H1 0.358 -0.680 -0.598  0.2464
H2 0.794 -1.440 0.892  0.9582
H3 -1.504 -2.037 0.592  0.2357
H4 -1.611 -0.755 1.766  0.5236
H5 -2.430 -0.829 -1.123  0.2694
H6 -3.220 -0.102 0.288  0.3728
H7 -2.337 1.727 -0.396  0.2499
H8 0.371 1.427 0.471  0.4940
H9 1.613 0.677 1.172  0.7463
H10 0.228 0.638 2.065  1.0461
H11 3.632 0.401 -2.773  0.3276
H12 4.805 0.853 -1.882  0.3274
O2 3.951 0.413 -1.864  -0.6810

**Total charge**: 0
**M**: 94.1 g mol⁻¹
**HOMO (alpha / beta)**: -3.1768 / -10.8470 eV
**⟨S²⟩**: 0.75
**Spin multiplicity**: 2
**LUMO (alpha / beta)**: 0.904 / 0.655 eV

The most stable of them is #b.